(1)
Density functional theory data (wB97M-V/def2-TZVPD) for a molecular structure, C10H20Br2IrN4S4 in a non-equilibrium geometry.

Each line ends with the Löwdin charge.
CARTESIAN COORDINATES (ANGSTROEM)
1 Ir -0.658 0.339 0.224  0.507
2 Br -1.542 1.934 2.487  0.692
3 C -0.619 3.433 3.280  -0.932
4 Br 1.232 3.449 2.749  0.711
5 H -0.683 3.314 4.358  0.035
6 H -1.101 4.345 2.934  0.035
7 C 4.382 2.559 -1.145  0.027
8 C 3.018 2.651 -1.662  -0.282
9 N 2.652 3.332 -2.709  0.167
10 N 1.345 3.194 -2.848  0.082
11 C 0.831 2.411 -1.891  -0.675
12 S -0.785 1.981 -1.629  0.653
13 N 1.895 2.046 -1.116  -0.072
14 N 1.755 1.246 0.014  0.080
15 H 5.039 3.112 -1.812  0.115
16 H 4.738 1.531 -1.091  0.100
17 H 4.453 3.000 -0.150  0.103
18 H 0.865 3.667 -3.609  0.198
19 H 1.781 1.831 0.861  0.007
20 H 2.546 0.602 0.086  0.133
21 C -0.098 -3.194 -0.815  -0.437
22 C 0.887 -2.895 0.294  -0.443
23 S 0.379 -1.644 1.536  0.863
24 C -1.138 -2.294 2.346  -0.447
25 C -2.452 -2.335 1.580  -0.413
26 S -2.920 -0.751 0.767  0.891
27 C -3.474 -1.261 -0.899  -0.439
28 C -2.549 -2.130 -1.738  -0.426
29 S -0.764 -1.705 -1.668  0.948
30 H -0.927 -3.794 -0.451  0.080
31 H 0.414 -3.773 -1.590  0.114
32 H 1.821 -2.507 -0.111  0.091
33 H 1.113 -3.817 0.834  0.117
34 H -1.236 -1.646 3.218  0.091
35 H -0.904 -3.300 2.703  0.115
36 H -3.246 -2.536 2.307  0.115
37 H -2.482 -3.125 0.836  0.077
38 H -3.654 -0.307 -1.395  0.095
39 H -4.433 -1.770 -0.787  0.118
40 H -2.837 -2.004 -2.786  0.110
41 H -2.642 -3.192 -1.511  0.096

Its calculated total energy is -202891.460 eV. As for the net charge: +3. The LUMO energy (alpha / beta) is -12.059 / -12.058 eV. Its molar mass is 676.6 g/mol. For the relative energy (zero: lowest compared OMol25 entry of this formula, charge and spin), the calculation gives 3.213 eV. The calculation puts the orbital gap (alpha / beta) at 5.7552 / 5.7561 eV. The spin multiplicity is 1. The strongest force on any atom is 3.05 eV Å⁻¹.


(2)
Density functional theory data (wB97M-V/def2-TZVPD) for a molecular structure, C10H20Cl10F8Mg2N4O16S8 in a non-equilibrium geometry.

Each line ends with the Löwdin charge.
CARTESIAN COORDINATES (ANGSTROEM)
1 Mg 5.237 -2.506 -1.324  1.573
2 Mg -0.060 -0.409 -3.334  1.454
3 N 2.193 0.475 -5.195  -0.331
4 S 3.852 0.735 -4.959  0.584
5 O 4.811 0.856 -6.068  -0.241
6 O 4.320 -0.074 -3.849  -0.349
7 F 3.854 2.230 -4.320  -0.174
8 S 2.213 0.896 -6.711  0.500
9 O 2.583 -0.119 -7.734  -0.281
10 O 2.496 2.296 -7.039  -0.269
11 F 0.599 0.971 -6.928  -0.236
12 N 10.009 -0.088 0.029  -0.210
13 S 8.549 0.223 0.872  0.582
14 O 7.334 -0.376 0.304  -0.360
15 O 8.442 1.349 1.786  -0.231
16 F 8.778 -0.899 2.004  -0.220
17 S 9.781 1.163 -0.987  0.488
18 O 10.432 2.397 -0.646  -0.241
19 O 8.523 1.140 -1.694  -0.290
20 F 10.787 0.477 -2.058  -0.213
21 N 0.209 0.715 -0.516  -0.307
22 S 1.387 0.207 0.627  0.637
23 O 2.394 -0.629 0.005  -0.352
24 O 0.982 -0.282 1.988  -0.252
25 F 2.294 1.549 0.791  -0.180
26 S -0.536 1.532 0.451  0.377
27 O 0.187 2.567 1.199  -0.261
28 O -1.642 0.977 1.118  -0.238
29 F -1.248 2.521 -0.673  -0.236
30 N -0.032 -3.355 -2.970  -0.313
31 S 1.237 -4.429 -3.439  0.595
32 O 1.084 -5.854 -3.737  -0.223
33 O 2.453 -4.048 -2.726  -0.356
34 F 1.526 -3.786 -4.911  -0.204
35 S -0.666 -4.464 -2.076  0.450
36 O 0.107 -4.926 -0.927  -0.256
37 O -1.695 -5.344 -2.624  -0.254
38 F -1.727 -3.404 -1.476  -0.230
39 Cl 3.514 -4.459 2.934  0.506
40 C 3.136 -4.505 4.671  -0.683
41 C 1.749 -5.103 5.054  -0.631
42 Cl 1.793 -5.275 6.822  0.563
43 H 2.947 -3.490 5.021  0.063
44 H 4.007 -4.895 5.199  0.061
45 H 1.475 -6.082 4.661  0.069
46 H 1.024 -4.325 4.813  0.068
47 Cl -8.511 0.823 0.318  0.615
48 C -6.857 1.272 0.351  -0.744
49 C -6.788 2.720 0.166  -0.775
50 Cl -7.135 3.205 -1.441  0.595
51 H -6.271 0.735 -0.396  0.076
52 H -6.415 1.062 1.325  0.084
53 H -5.806 3.113 0.429  0.080
54 H -7.487 3.200 0.851  0.071
55 Cl -2.702 -0.849 7.453  0.568
56 C -2.890 -1.393 5.797  -0.676
57 C -3.611 -2.750 5.787  -0.646
58 Cl -3.205 -3.724 4.326  0.508
59 H -1.892 -1.447 5.363  0.059
60 H -3.405 -0.614 5.236  0.072
61 H -4.697 -2.808 5.863  0.068
62 H -3.295 -3.401 6.602  0.049
63 Cl -3.450 6.694 3.296  0.455
64 C -2.021 6.656 4.489  -0.620
65 C -2.317 7.224 5.855  -0.655
66 Cl -2.452 9.000 5.705  0.550
67 H -1.325 7.357 4.030  0.045
68 H -1.641 5.635 4.520  0.074
69 H -1.460 7.033 6.502  0.073
70 H -3.176 6.628 6.163  0.077
71 Cl -3.707 0.811 -4.882  0.539
72 C -5.186 0.960 -5.810  -0.666
73 C -5.467 -0.274 -6.666  -0.648
74 Cl -4.431 -0.424 -8.134  0.527
75 H -5.242 1.878 -6.395  0.083
76 H -5.984 1.013 -5.069  0.074
77 H -6.504 -0.308 -6.999  0.074
78 H -5.361 -1.178 -6.066  0.065

Its calculated total energy is -293932.833 eV. As for the net charge: 0. The LUMO energy is -7.576 eV. Its molar mass is 1263.9 g/mol. For the relative energy (zero: lowest compared OMol25 entry of this formula, charge and spin), the calculation gives 21.246 eV. The calculation puts the orbital gap at 2.8499 eV. The spin multiplicity is 1. The strongest force on any atom is 13.06 eV Å⁻¹.


(3)
Density functional theory data (wB97M-V/def2-TZVPD) for 5 unconnected molecules or ions with the total composition C10H20Cl3F2N2O4S in a non-equilibrium geometry.

Each line ends with the Löwdin charge.
CARTESIAN COORDINATES (ANGSTROEM)
1 F 4.137 -0.361 3.087  -0.055
2 C 2.925 -0.141 2.446  -0.227
3 C 2.407 1.264 2.691  -0.146
4 C 1.136 1.316 3.550  -0.141
5 C -0.018 0.886 2.742  -0.218
6 C -0.796 -0.246 2.725  0.017
7 N -1.714 -0.109 1.699  0.112
8 C -1.533 1.066 1.097  -0.074
9 N -0.525 1.670 1.720  0.179
10 H 2.212 -0.900 2.767  0.114
11 H 3.049 -0.279 1.381  0.024
12 H 3.195 1.886 3.097  0.121
13 H 2.114 1.659 1.719  0.100
14 H 0.913 2.317 3.951  0.079
15 H 1.224 0.666 4.413  0.130
16 H -0.734 -1.115 3.346  0.129
17 H -2.421 -0.773 1.429  0.167
18 H -2.066 1.450 0.250  0.138
19 H -0.160 2.579 1.485  0.185
20 O -2.201 -0.050 -0.890  -0.343
21 S -1.285 -0.513 -1.910  0.557
22 O -0.406 0.449 -2.511  -0.281
23 O -2.023 -1.366 -2.956  -0.243
24 C -3.220 -0.839 -3.654  -0.227
25 C -2.840 0.191 -4.698  -0.088
26 C -0.314 -1.804 -1.209  -0.152
27 H -3.907 -0.431 -2.914  0.108
28 H -3.718 -1.762 -4.082  0.053
29 H -2.418 1.108 -4.277  0.059
30 H -3.736 0.456 -5.259  0.078
31 H -2.101 -0.219 -5.388  0.078
32 H -0.987 -2.518 -0.741  0.080
33 H 0.332 -1.342 -0.469  0.014
34 H 0.275 -2.277 -1.988  0.062
35 C 4.297 -1.092 -1.716  -1.525
36 Cl 2.937 -1.708 -0.769  0.595
37 Cl 3.774 -0.677 -3.342  0.551
38 Cl 5.037 0.291 -0.910  0.545
39 H 5.037 -1.877 -1.783  0.012
40 F -4.591 -3.142 -3.969  -0.747
41 O -0.429 3.217 5.346  -0.603
42 H -0.863 3.068 4.493  -0.215

Its calculated total energy is -75699.558 eV. As for the net charge: -1. The LUMO energy is 1.821 eV. Its molar mass is 408.7 g/mol. The calculation puts the orbital gap at 5.7232 eV. The spin multiplicity is 1. The strongest force on any atom is 1.25 eV Å⁻¹.